Record 1
Below is one molecule with the formula C20H21N2O3P, with properties calculated with ωB97M-V/def2-TZVPD.

```
47
Properties=species:S:1:pos:R:3:forces:R:3
C 3.959 4.447 3.010 -0.029 -0.053 0.000
C 3.033 3.647 2.148 -0.054 -0.081 -0.005
C 2.545 2.408 2.565 -0.047 0.201 -0.295
C 1.695 1.687 1.754 0.040 0.040 0.086
C 1.345 2.241 0.522 0.509 0.336 0.441
N 0.533 1.585 -0.390 -0.666 -0.813 -0.216
P -0.501 0.299 -0.147 -0.073 0.624 -0.531
O -0.285 -0.544 1.025 0.143 0.180 -0.047
O -1.905 1.054 -0.257 0.358 -0.102 0.025
C -3.127 0.448 -0.045 -0.677 -0.133 0.021
C -4.223 1.283 0.127 0.270 0.037 -0.046
C -5.472 0.723 0.321 0.069 0.024 -0.017
C -5.628 -0.652 0.349 0.012 -0.070 0.005
C -4.534 -1.490 0.181 -0.019 0.158 0.025
C -4.689 -2.980 0.190 0.014 0.002 -0.072
C -3.280 -0.926 -0.021 0.124 0.030 -0.029
O -0.483 -0.463 -1.565 -0.357 0.407 0.440
C 0.463 -1.421 -1.860 0.410 -0.534 -0.247
C 0.130 -2.382 -2.806 -0.130 0.209 0.094
C 1.063 -3.345 -3.142 -0.065 0.048 0.025
C 2.310 -3.356 -2.541 0.066 0.014 0.043
C 2.646 -2.399 -1.594 -0.114 -0.010 -0.101
C 3.983 -2.398 -0.921 -0.020 0.012 0.043
C 1.709 -1.426 -1.262 -0.072 0.069 -0.004
N 1.799 3.417 0.111 -0.364 -0.285 -0.353
C 2.617 4.092 0.904 0.129 -0.021 0.278
H 4.232 5.379 2.521 0.060 0.081 0.025
H 3.486 4.677 3.963 0.040 0.082 0.068
H 4.868 3.882 3.216 0.093 0.051 0.038
H 2.836 2.013 3.528 0.014 -0.059 0.089
H 1.299 0.732 2.050 -0.038 -0.146 0.062
H 0.345 2.145 -1.212 0.062 0.007 -0.047
H -4.082 2.352 0.108 0.028 0.120 -0.004
H -6.329 1.365 0.456 -0.061 0.065 0.011
H -6.608 -1.079 0.505 -0.093 -0.058 0.027
H -4.771 -3.352 -0.832 -0.014 -0.094 -0.032
H -3.825 -3.453 0.650 0.027 -0.097 0.038
H -5.586 -3.274 0.730 -0.037 -0.066 0.032
H -2.413 -1.555 -0.150 0.011 -0.176 0.024
H -0.848 -2.361 -3.260 -0.112 0.018 -0.051
H 0.812 -4.095 -3.877 -0.033 -0.056 -0.064
H 3.028 -4.117 -2.810 0.089 -0.065 -0.018
H 4.650 -3.127 -1.374 0.075 -0.026 0.001
H 4.441 -1.413 -0.984 0.094 0.038 0.014
H 3.868 -2.642 0.134 0.071 -0.024 0.081
H 1.944 -0.670 -0.528 0.168 0.005 0.073
H 2.951 5.044 0.510 0.101 0.109 0.068
```
Forces are in eV/Å.

Computed properties:
lowest unoccupied orbital energy: 0.81 eV
2S+1: 1
HOMO level: -0.31551 hartree
frontier orbital gap: 9.3992 eV
SMILES string: Cc1ccc(NP(=O)(Oc2cccc(C)c2)Oc2cccc(C)c2)nc1

=====

Record 2
Below is C20H21N2O7PRhS4 as an isolated structure, with properties calculated with ωB97M-V/def2-TZVPD.

```
56
Properties=species:S:1:pos:R:3:forces:R:3
Rh -0.149 -0.400 0.123 0.280 0.632 -0.039
O 6.132 -0.102 -0.008 0.094 0.011 -0.052
C 4.784 0.027 0.038 -0.577 0.035 0.178
C 4.093 0.126 1.244 -0.022 0.161 -0.165
C 2.712 0.200 1.208 -0.068 -0.052 0.600
N 2.038 0.189 0.069 -0.076 -0.331 -0.003
C 2.679 0.138 -1.094 -0.024 -0.079 -0.375
C 4.057 0.045 -1.154 0.179 0.079 0.038
C 1.756 0.138 -2.339 1.081 0.020 0.422
O 2.268 0.328 -3.429 0.195 0.019 -0.327
O 0.546 -0.074 -2.070 -1.249 -0.226 0.783
C 1.832 0.203 2.482 1.093 0.022 -0.590
O 2.354 0.544 3.530 0.211 0.083 0.435
O 0.661 -0.201 2.276 -1.312 -0.338 -0.652
H 6.488 -0.089 0.891 -0.119 0.002 -0.131
H 4.602 0.127 2.197 -0.033 0.030 0.141
H 4.557 -0.022 -2.105 -0.004 0.025 -0.201
S -2.633 0.215 0.427 0.104 -0.731 -0.032
C -1.952 1.750 0.216 0.053 0.794 0.044
N -0.660 1.884 0.136 -0.264 -1.060 0.083
C -0.248 3.169 0.040 -0.122 1.064 -0.045
C 1.073 3.602 -0.013 -0.155 -0.109 0.009
C 1.322 4.957 -0.038 0.084 0.022 0.000
C 0.279 5.880 -0.038 -0.023 0.145 -0.045
C -1.042 5.466 -0.020 0.031 0.058 0.017
C -1.302 4.109 0.032 0.091 -0.277 0.007
S -2.835 3.274 0.142 0.432 -0.190 0.002
H 1.856 2.861 -0.020 0.154 0.006 0.029
H 2.342 5.311 -0.048 0.092 0.026 -0.035
H 0.509 6.936 -0.052 -0.026 0.069 -0.023
H -1.850 6.182 -0.033 -0.060 0.107 0.026
C 1.500 -3.831 2.570 -0.004 -0.232 -0.105
C 2.258 -4.341 1.358 0.606 0.387 0.578
C 3.152 -3.249 0.776 -0.220 -0.310 -0.051
O 1.399 -4.841 0.335 -0.962 0.143 -0.741
P -0.184 -4.585 0.106 -0.044 -1.308 0.953
S -1.368 -5.428 1.427 0.471 0.769 -0.497
S -0.559 -2.617 -0.379 -0.073 -0.101 -0.081
O -0.402 -5.372 -1.248 -0.221 0.224 0.053
C 0.348 -5.392 -2.469 0.381 -0.145 -0.400
C 1.083 -4.101 -2.786 -0.277 -0.076 0.039
C 1.296 -6.581 -2.384 -0.277 0.117 0.022
H 2.200 -3.562 3.357 0.094 0.059 0.046
H 0.824 -4.602 2.932 -0.021 0.072 0.135
H 0.919 -2.944 2.309 -0.031 0.060 0.077
H 2.873 -5.212 1.632 -0.164 0.228 -0.006
H 2.532 -2.414 0.451 -0.023 0.080 -0.048
H 3.725 -3.614 -0.073 0.033 -0.042 -0.098
H 3.844 -2.889 1.534 0.040 0.019 0.091
H -0.415 -5.577 -3.239 0.202 0.053 0.175
H 1.829 -3.890 -2.025 0.133 0.061 0.033
H 0.400 -3.258 -2.852 0.011 0.074 -0.043
H 1.580 -4.214 -3.747 0.099 -0.004 -0.100
H 2.006 -6.419 -1.577 0.106 0.014 0.042
H 1.832 -6.712 -3.318 0.097 -0.023 -0.176
H 0.726 -7.480 -2.167 0.005 -0.135 0.006
```
Forces are in eV/Å.

Computed properties:
<S²>: 6.019
lowest unoccupied orbital energy (alpha / beta): 2.26 / -0.05 eV
2S+1: 5
HOMO level (alpha / beta): -0.20900 / -0.20664 hartree
frontier orbital gap (alpha / beta): 7.9436 / 5.5774 eV
energy above the lowest of the compared OMol25 structures with the same formula, charge and spin: 15.8 kcal/mol
charge: -1

=====

Record 3
Below is one molecule with the formula C20H21N3O2, with properties calculated with ωB97M-V/def2-TZVPD.

```
46
Properties=species:S:1:pos:R:3:forces:R:3
O -0.276 -1.461 0.752 0.051 -0.194 0.110
C 0.956 -1.997 0.560 0.151 0.059 -0.068
C 1.177 -3.339 0.834 -0.168 0.136 0.041
C 2.424 -3.892 0.604 -0.005 0.012 0.003
C 3.449 -3.116 0.095 0.188 -0.094 -0.032
C 3.238 -1.772 -0.166 -0.106 0.081 0.044
C 1.999 -1.199 0.071 -0.228 -0.073 0.011
N 1.688 0.172 -0.162 0.102 -0.139 -0.086
C 1.831 1.014 1.031 -0.107 0.244 0.414
C 2.190 2.460 0.650 0.180 -0.167 0.062
N 1.508 2.974 -0.518 -0.140 -0.013 0.008
C 0.230 3.609 -0.262 0.132 -0.099 -0.238
C -0.802 2.716 0.347 -0.075 0.422 0.760
N -1.214 2.752 1.577 0.586 0.668 -0.314
C -2.112 1.735 1.690 -0.223 -0.693 -0.823
C -2.214 1.090 0.485 -0.120 0.382 1.188
C -2.977 -0.053 0.033 -0.116 -0.223 -0.434
C -3.909 -0.661 0.874 0.148 0.112 -0.106
C -4.623 -1.759 0.438 -0.035 -0.039 0.051
C -4.420 -2.266 -0.835 -0.016 -0.063 -0.055
C -3.497 -1.667 -1.676 -0.052 -0.093 -0.040
C -2.779 -0.568 -1.249 0.002 0.143 0.129
O -1.368 1.731 -0.374 -0.077 -0.136 -0.276
C 1.506 2.049 -1.650 0.232 0.033 -0.419
C 2.281 0.769 -1.343 -0.196 0.208 -0.202
H -0.255 -0.572 0.364 0.095 0.044 -0.064
H 0.359 -3.931 1.213 -0.106 -0.084 0.037
H 2.590 -4.938 0.815 0.008 -0.094 0.017
H 4.419 -3.551 -0.094 0.075 -0.041 -0.015
H 4.044 -1.166 -0.554 0.069 0.082 -0.044
H 0.890 0.996 1.593 0.121 -0.012 0.049
H 2.616 0.625 1.696 -0.064 0.029 -0.070
H 3.265 2.522 0.450 -0.059 -0.010 0.179
H 1.970 3.112 1.496 0.087 -0.015 0.019
H 0.391 4.440 0.428 -0.180 -0.063 -0.066
H -0.140 4.004 -1.213 -0.012 0.073 0.091
H -2.607 1.540 2.617 -0.182 -0.171 0.166
H -4.068 -0.268 1.866 -0.041 0.031 0.129
H -5.342 -2.225 1.095 -0.052 -0.027 0.055
H -4.979 -3.127 -1.170 -0.045 -0.063 -0.022
H -3.334 -2.061 -2.669 0.013 -0.026 -0.070
H -2.057 -0.102 -1.903 0.059 0.028 -0.047
H 1.954 2.556 -2.514 -0.065 -0.146 -0.057
H 0.481 1.767 -1.913 0.123 -0.036 -0.015
H 2.165 0.067 -2.172 0.070 0.103 0.031
H 3.352 0.994 -1.233 -0.021 -0.078 -0.028
```
Forces are in eV/Å.

Computed properties:
lowest unoccupied orbital energy: 0.62 eV
2S+1: 1
HOMO level: -0.29938 hartree
frontier orbital gap: 8.7650 eV
energy above the lowest of the compared OMol25 structures with the same formula, charge and spin: 58.7 kcal/mol
SMILES string: Oc1ccccc1N1CCN(Cc2ncc(-c3ccccc3)o2)CC1